Here is a molecular structure, C41H63N4O3P3S2Y from OMol25. Energies are from wB97M-V/def2-TZVPD.

Last column: Löwdin charge in e.
Positions of all 117 atoms, in Å:
Y (-0.1742, 0.7088, 0.2279)  1.2534
O (1.8710, 1.4177, 0.4421)  -0.6947
S (3.4016, 1.1290, 0.6829)  1.1012
C (4.0543, 0.7414, -1.0331)  -0.2603
C (3.3199, 1.4295, -2.1820)  -0.2413
C (3.1591, 0.5267, -3.3916)  -0.2183
C (2.0955, -0.6177, -3.2791)  -0.2618
S (0.2818, -0.1361, -3.3008)  1.1066
O (-0.0868, 0.4009, -1.8601)  -0.7021
C (0.2514, 1.3057, -4.3915)  -0.4063
C (0.1774, 1.1161, -5.7522)  -0.0644
C (0.2460, 2.2116, -6.6043)  -0.0388
C (0.3209, 3.4976, -6.1171)  -0.0178
C (0.3259, 3.6969, -4.7101)  -0.0190
C (0.3461, 2.5709, -3.8535)  -0.1055
C (4.2027, 2.7064, 0.7825)  -0.4327
C (5.3261, 2.7080, 1.6027)  -0.0761
C (6.1595, 3.8418, 1.5507)  -0.0446
C (5.7837, 4.9853, 0.8811)  -0.0412
C (4.5366, 5.0155, 0.2624)  -0.0409
C (3.7600, 3.8530, 0.1145)  -0.0653
H (4.0177, -0.3720, -1.1191)  0.0982
H (5.1251, 1.0520, -1.0291)  0.1247
H (3.8243, 2.3346, -2.5781)  0.1388
H (2.2980, 1.7742, -1.8870)  0.0838
H (4.1164, 0.0523, -3.6975)  0.1431
H (2.8608, 1.1108, -4.2564)  0.1046
H (2.2941, -1.3043, -2.3849)  0.1074
H (2.2069, -1.2393, -4.2038)  0.1111
H (0.2060, 0.1073, -6.1773)  0.1311
H (0.2742, 2.0038, -7.6377)  0.1134
H (0.4376, 4.3623, -6.7615)  0.1262
H (0.1586, 4.6873, -4.3103)  0.1088
H (0.3027, 2.6166, -2.7639)  0.0612
H (5.6091, 1.7734, 2.1253)  0.1237
H (7.0552, 3.8246, 2.1642)  0.1242
H (6.5017, 5.8046, 0.7402)  0.1353
H (4.1212, 5.9511, -0.1294)  0.1248
H (2.8783, 3.9080, -0.5283)  0.0930
C (-3.7145, 1.1061, 2.1667)  -0.2409
P (-2.0831, 2.0237, 2.2801)  0.7799
C (-1.6894, 1.9463, 4.0598)  -0.2884
C (-2.5930, 3.8103, 2.0614)  -0.4039
C (-2.8168, 4.2385, 0.6058)  -0.3554
P (-1.5328, 3.3515, -0.4421)  0.8136
C (-2.4951, 3.3020, -1.9627)  -0.2627
C (-0.0775, 4.5363, -0.6261)  -0.2329
H (-3.8655, 0.5916, 3.1359)  0.0467
H (-3.5501, 0.3435, 1.4092)  -0.0019
H (-4.6404, 1.7215, 2.0194)  0.0705
H (-1.8698, 0.9213, 4.5010)  0.0656
H (-2.4041, 2.6157, 4.6143)  0.0716
H (-0.6797, 2.2847, 4.2577)  0.0276
H (-1.9072, 4.4024, 2.5982)  0.0645
H (-3.6146, 3.8107, 2.5516)  0.1075
H (-2.8569, 5.3064, 0.4161)  0.1010
H (-3.7076, 3.7100, 0.2523)  0.0679
H (-3.5565, 3.4283, -1.7774)  0.0545
H (-2.3339, 2.3783, -2.4951)  0.0224
H (-2.2636, 4.0999, -2.6189)  0.0417
H (-0.4119, 5.5935, -0.5019)  0.0653
H (0.2817, 4.4177, -1.6907)  0.0320
H (0.7928, 4.3030, 0.0071)  0.0150
O (-1.2969, -1.2637, 0.3951)  -0.4448
P (-1.7813, -2.6374, -0.1343)  0.6493
N (-0.5055, -3.3831, -0.8471)  -0.1967
C (-0.5341, -4.3317, -1.9466)  -0.1927
C (0.7941, -5.1152, -1.9336)  -0.1490
C (1.2545, -5.0481, -0.4558)  -0.1458
C (0.6655, -3.6948, 0.0285)  -0.1967
N (-2.4272, -3.4254, 1.2423)  -0.1793
C (-2.3977, -4.8963, 1.4031)  -0.2028
C (-3.1140, -5.1736, 2.7237)  -0.1713
C (-2.8714, -3.9675, 3.6082)  -0.1647
C (-2.5915, -2.7957, 2.6376)  -0.1516
N (-2.9396, -2.6087, -1.3096)  -0.1978
C (-4.3204, -2.9833, -1.0581)  -0.1711
C (-5.1869, -2.1956, -2.1138)  -0.1289
C (-4.1442, -1.6919, -3.1639)  -0.1347
C (-2.8740, -1.5375, -2.2855)  -0.2351
H (-0.7845, -3.7860, -2.8833)  0.1182
H (-1.3281, -5.0764, -1.7324)  0.1204
H (1.4916, -4.5635, -2.5277)  0.0930
H (0.6952, -6.1253, -2.3392)  0.1256
H (2.3799, -5.0762, -0.4532)  0.1268
H (0.7839, -5.8734, 0.2092)  0.1384
H (1.4361, -2.9353, -0.1872)  0.0983
H (0.4363, -3.6909, 1.0966)  0.1026
H (-1.3762, -5.2209, 1.4948)  0.0871
H (-2.7631, -5.4029, 0.4900)  0.1216
H (-2.7867, -6.1313, 3.2360)  0.1402
H (-4.1826, -5.3662, 2.4541)  0.1281
H (-1.9499, -4.0870, 4.2203)  0.1198
H (-3.7183, -3.8484, 4.2735)  0.1140
H (-1.6706, -2.2417, 2.8625)  0.0791
H (-3.4521, -2.0224, 2.6748)  0.1223
H (-4.5659, -2.7909, -0.0207)  0.0981
H (-4.4866, -4.0874, -1.1821)  0.1289
H (-5.7336, -1.3670, -1.6903)  0.0986
H (-5.9622, -2.8250, -2.5943)  0.1212
H (-4.4538, -0.7605, -3.7014)  0.1253
H (-3.9553, -2.5037, -3.8938)  0.1202
H (-2.8501, -0.5208, -1.8488)  0.1038
H (-1.9764, -1.6616, -2.8928)  0.0662
N (0.6691, -0.3047, 2.2556)  0.1133
C (1.2474, -0.7495, 3.1595)  -0.0717
C (2.1279, -0.8564, 4.2856)  -0.2314
C (2.7476, 0.2846, 4.7789)  -0.0416
C (3.5109, 0.2743, 5.9412)  -0.0439
C (3.6741, -0.9257, 6.6472)  -0.0097
C (2.9805, -2.1083, 6.2260)  -0.0225
C (2.2929, -2.0593, 5.0123)  -0.0268
H (2.6259, 1.2168, 4.2102)  0.1204
H (3.9263, 1.1878, 6.3486)  0.1186
H (4.2705, -1.0253, 7.5450)  0.1190
H (3.0211, -3.0461, 6.7676)  0.1180
H (1.8925, -2.9735, 4.5090)  0.1302

For the HOMO energy, the calculation gives -0.5623 hartree. Its spin multiplicity is 1. The value obtained for the orbital gap is 8.6 eV. Its total charge is +3. As for the energy relative to the best compared isomer or geometry (same formula, charge and spin): 0.00 kcal/mol. The calculation puts the total energy at -106204.16165 eV.



Here is a molecular structure, C41H65ClFeO7P2 from OMol25. Energies are from wB97M-V/def2-TZVPD.

Last column: Löwdin charge in e.
Positions of all 117 atoms, in Å:
Fe (-0.7066, -1.3595, 0.8589)  0.7645
C (5.2975, 2.4534, -0.6850)  -0.0318
C (4.5576, 1.5292, 0.3478)  -0.3780
C (5.0825, 1.6867, 1.7619)  -0.0696
C (3.1229, 1.8230, 0.2319)  -0.1818
C (2.3413, 2.5706, 1.1503)  0.0366
C (1.0596, 3.0306, 0.8076)  -0.1665
C (0.4012, 3.9927, 1.7557)  -0.3537
C (1.1058, 5.3749, 1.6712)  -0.0441
C (0.4231, 3.4563, 3.2171)  -0.0733
C (0.4812, 2.6894, -0.3901)  -0.1003
C (1.2621, 1.8966, -1.3044)  -0.1011
C (2.5128, 1.4551, -0.9920)  -0.0202
C (0.8218, 1.5971, -2.7572)  -0.3774
C (1.7071, 2.2751, -3.7645)  -0.0819
C (0.8606, 0.0956, -3.0093)  -0.0869
C (-0.7993, 3.2958, -0.7913)  -0.1998
C (-0.7548, 4.4941, -1.5437)  -0.0219
C (-1.9176, 5.2007, -1.8067)  -0.0827
C (-3.1665, 4.7200, -1.4752)  -0.0497
C (-3.1850, 3.4457, -0.8528)  -0.1095
C (-2.0555, 2.7130, -0.5106)  -0.2394
P (-2.3424, 0.9302, 0.1228)  1.1920
C (-3.4797, 1.1342, 1.6451)  -0.6660
C (-4.9588, 1.4953, 1.3876)  -0.0805
C (-2.8113, 2.2076, 2.5425)  -0.0782
C (-3.4494, -0.1629, 2.4029)  -0.1337
C (-3.2332, 0.2280, -1.3372)  -0.6764
C (-4.4071, 1.0211, -1.9631)  -0.1085
C (-3.8923, -1.0996, -0.8345)  -0.0975
C (-2.3063, -0.1674, -2.5119)  -0.0772
H (6.3319, 2.1648, -0.7769)  0.0662
H (5.2710, 3.4957, -0.4070)  0.0760
H (4.8081, 2.4096, -1.6943)  0.0852
H (4.7009, 0.4408, 0.0974)  0.1214
H (5.1078, 2.7527, 2.0187)  0.0890
H (6.0697, 1.3294, 1.7923)  0.0565
H (4.5108, 1.0335, 2.4381)  0.0926
H (2.8675, 2.8888, 2.0845)  0.1267
H (-0.6852, 4.1363, 1.4905)  0.1306
H (2.1781, 5.3287, 1.7639)  0.0710
H (0.7260, 5.9855, 2.5130)  0.0875
H (0.8568, 5.8485, 0.7523)  0.0558
H (1.3007, 3.7593, 3.7635)  0.0625
H (0.4270, 2.3226, 3.1536)  0.0669
H (-0.4975, 3.8221, 3.7871)  0.0991
H (3.0301, 0.7226, -1.5468)  0.0847
H (-0.2107, 2.0720, -2.8455)  0.1298
H (2.6514, 1.6683, -3.9501)  0.0958
H (2.0821, 3.2586, -3.4156)  0.0817
H (1.1195, 2.4585, -4.7135)  0.0975
H (1.9290, -0.1993, -3.0820)  0.0811
H (0.3231, -0.1735, -3.9166)  0.0877
H (0.4436, -0.5933, -2.2616)  0.0318
H (0.1784, 4.8196, -2.0294)  0.1290
H (-1.8350, 6.1411, -2.3777)  0.1122
H (-4.0811, 5.1144, -1.7293)  0.0781
H (-4.2016, 3.0633, -0.7334)  0.0721
H (-5.0888, 2.4582, 0.9354)  0.0541
H (-5.4190, 1.5673, 2.3616)  0.0802
H (-5.5023, 0.7134, 0.8169)  0.0780
H (-3.0606, 3.1880, 2.0502)  0.0901
H (-1.7063, 2.2005, 2.4995)  0.0524
H (-3.2148, 2.2293, 3.5362)  0.0858
H (-3.8098, -1.0764, 1.8384)  0.0902
H (-4.1156, -0.0524, 3.2477)  0.0898
H (-2.4574, -0.3047, 2.8306)  0.0534
H (-5.2111, 1.2792, -1.2471)  0.0695
H (-4.9077, 0.3065, -2.6850)  0.0960
H (-4.1417, 1.8849, -2.5920)  0.0818
H (-4.5887, -0.8527, 0.0026)  0.0628
H (-3.1288, -1.8214, -0.4250)  0.0547
H (-4.4501, -1.5651, -1.6540)  0.0876
H (-1.8225, 0.7171, -2.9242)  0.0699
H (-2.9230, -0.6105, -3.2378)  0.0698
H (-1.4923, -0.8353, -2.2710)  0.0505
O (1.8098, -1.7654, 2.5997)  -0.4691
Cl (1.2960, -0.5270, 3.1578)  0.8613
O (0.7477, -0.7906, 4.4369)  -0.4256
O (0.1055, -0.0743, 2.2468)  -0.5918
O (0.5508, -2.0646, -0.7222)  -0.2824
C (5.0558, -2.2033, -0.8902)  -0.0458
C (3.5404, -1.9665, -0.6265)  -0.2216
O (2.7756, -2.9425, -1.3670)  -0.1730
P (1.2305, -3.2522, -1.3022)  0.3515
O (1.0118, -4.5216, -0.4774)  -0.1449
C (1.5624, -4.4413, 0.8438)  -0.2604
C (1.8317, -5.8259, 1.3054)  -0.0506
O (0.7609, -3.6134, -2.7244)  -0.1319
C (0.9007, -4.9505, -3.2193)  -0.2357
C (2.3438, -5.4853, -3.2643)  -0.0560
H (5.6300, -1.5359, -0.2683)  0.0513
H (5.3817, -1.9516, -1.9926)  0.1217
H (5.2571, -3.2331, -0.6204)  0.0681
H (3.2793, -1.0355, -1.1170)  0.0788
H (3.3086, -1.9567, 0.3960)  0.0863
H (0.8345, -3.9493, 1.4523)  0.0888
H (2.4526, -3.8262, 0.8337)  0.1005
H (0.9457, -6.4683, 1.4342)  0.0911
H (2.3362, -5.7831, 2.2962)  0.1019
H (2.4327, -6.3219, 0.5514)  0.0755
H (0.3515, -4.9758, -4.1603)  0.1234
H (0.2969, -5.6017, -2.5548)  0.1202
H (2.9216, -4.9751, -4.0597)  0.0896
H (2.1839, -6.5244, -3.5766)  0.0868
H (2.8981, -5.3558, -2.3585)  0.0537
C (-3.7194, -4.3569, 3.0061)  -0.1196
C (-3.5738, -4.5462, 1.6639)  -0.1106
C (-2.5281, -3.8784, 0.9780)  -0.1505
C (-1.8098, -2.9060, 1.6514)  -0.2536
C (-1.9659, -2.8009, 3.0522)  -0.1831
C (-2.8582, -3.5323, 3.7567)  -0.0994
H (-4.6119, -4.8575, 3.4725)  0.1109
H (-4.2075, -5.2197, 1.1544)  0.0796
H (-2.3055, -4.0937, -0.0571)  0.0828
H (-1.3755, -2.0509, 3.5999)  0.0787
H (-3.0113, -3.3574, 4.8379)  0.1125

For the HOMO energy (spin up / spin down), the calculation gives -0.2869 / -0.2947 hartree. The expectation value of S² is 6.0101. Its spin multiplicity is 5. The value obtained for the orbital gap (spin up / spin down) is 8.4 / 8.6 eV. The calculation puts the total energy at -123387.55442 eV.